Formula: CH2N2OS2
Source: the Open Molecules 2025 dataset
Level of theory: ωB97M-V/def2-TZVPD

Results
Energy (a.u.): -1020.23020
F_max (hartree/bohr): 0.0963
LUMO energy (eV): -0.37

Structure (ORCA input):
```
! RIJCOSX wB97M-V def2-TZVPD def2/J DEFGRID3
* xyz 0 1
C 0.56201 -0.22107 -0.55801
N -1.45290 -1.00718 1.89713
N -1.19590 -0.41799 0.98484
O -1.67343 -1.50622 2.93872
S 0.08256 1.11742 -1.36891
S 2.09272 -0.29394 -1.31893
H -0.91765 1.45571 -0.76413
H 2.50259 0.87326 -1.81072
*
```